C2H5BrFPS2 | wB97M-V/def2-TZVPD

Output
E_HOMO (alpha / beta): -0.3505 / -0.2704 Eh
relative energy (zero: lowest compared OMol25 entry of this formula, charge and spin): 266.36 kJ/mol
Kohn-Sham gap (alpha / beta): 8.82 / 4.56 eV

```
! wB97M-V def2-TZVPD RIJCOSX def2/J DEFGRID3
* xyz 0 1
C -0.385 1.437 0.644
C -0.409 0.122 -0.349
F 0.557 1.104 1.588
P 2.603 -0.120 0.546
S -2.157 -2.430 -0.779
S 1.300 0.092 -1.138
Br 4.397 -0.141 -0.600
H -0.124 2.277 0.070
H -1.306 1.540 1.144
H -0.667 -0.886 0.102
H -1.014 0.279 -1.222
H -2.795 -3.274 -0.007
*
```


C2H5BrN | wB97M-V/def2-TZVPD

Output
SMILES: Br[C@@H]1C[NH2+]1
E_HOMO: -0.5628 Eh
relative energy (zero: lowest compared OMol25 entry of this formula, charge and spin): 38.92 kJ/mol
Kohn-Sham gap: 11.45 eV

```
! wB97M-V def2-TZVPD RIJCOSX def2/J DEFGRID3
* xyz 1 1
Br 2.441 0.069 0.006
C 0.613 -0.206 0.398
C -0.587 -0.719 -0.230
N -0.321 0.717 -0.213
H 0.596 -0.240 1.586
H -0.647 -1.251 -1.252
H -1.347 -1.124 0.510
H -0.081 1.255 -1.119
H -0.667 1.499 0.314
*
```


C2H5BrN2O2 | wB97M-V/def2-TZVPD

Output
E_HOMO: -0.3122 Eh
relative energy (zero: lowest compared OMol25 entry of this formula, charge and spin): 92.60 kJ/mol
Kohn-Sham gap: 8.70 eV

```
! wB97M-V def2-TZVPD RIJCOSX def2/J DEFGRID3
* xyz 0 1
C 0.220 1.182 -0.009
C -0.220 -0.345 0.135
N -0.617 -0.703 1.343
N -0.648 -1.034 -0.903
O 0.269 1.617 -1.226
O 0.272 1.756 1.082
Br 2.370 -0.465 -0.083
H -0.321 -0.171 2.236
H -0.708 -1.770 1.316
H -0.904 -1.995 -0.929
H 0.591 2.561 -1.174
H -0.304 -0.632 -1.788
*
```